Record 1
{"formula": "C49H50N10", "method": "ωB97M-V/def2-TZVPD", "homo_energy_ev": [-11.669, -11.669], "charge": 1, "spin_multiplicity": 2, "energy_ha": -2444.3323, "fmax_ev_per_a": 3.9, "homo_lumo_gap_ev": [9.33, 5.13], "s2": 0.76, "species": ["N", "C", "C", "C", "C", "H", "H", "H", "H", "H", "N", "C", "C", "C", "C", "C", "H", "H", "H", "H", "H", "N", "C", "C", "C", "C", "C", "H", "H", "H", "H", "H", "N", "C", "C", "C", "C", "C", "H", "H", "H", "H", "H", "N", "C", "C", "C", "C", "C", "H", "H", "H", "H", "H", "N", "C", "C", "C", "C", "C", "H", "H", "H", "H", "H", "N", "C", "C", "C", "C", "C", "H", "H", "H", "H", "H", "N", "C", "C", "C", "C", "C", "H", "H", "H", "H", "H", "N", "C", "C", "C", "C", "C", "H", "H", "H", "H", "H", "N", "C", "C", "C", "C", "C", "H", "H", "H", "H", "H"], "positions_angstrom": [[-0.11316, -1.52913, -0.69112], [0.87261, -1.92969, 0.16924], [1.66189, -0.81727, 0.57818], [1.06371, 0.30867, -0.10934], [-0.03483, -0.16910, -0.82011], [-0.83294, -2.06551, -1.15407], [0.91612, -2.93061, 0.57255], [2.44991, -0.82398, 1.31667], [1.37697, 1.34224, -0.10872], [-0.69843, 0.34565, -1.49913], [-3.50611, -0.70501, -1.16305], [-4.67459, -0.32414, -1.71983], [-5.67303, 0.45586, -1.05650], [-5.29837, 0.97628, 0.16678], [-4.04495, 0.64217, 0.81115], [-3.20201, -0.20930, 0.10162], [-4.83021, -0.71528, -2.71441], [-6.58120, 0.80804, -1.52299], [-5.96796, 1.74803, 0.51672], [-3.67362, 0.96748, 1.77172], [-2.29549, -0.55518, 0.57594], [-2.14309, 0.97244, -5.23824], [-1.66927, 2.08827, -5.84920], [-1.49818, 3.29413, -5.20101], [-1.87234, 3.35661, -3.85532], [-2.41110, 2.26173, -3.18802], [-2.51749, 1.10824, -3.94946], [-1.42750, 2.00804, -6.89873], [-1.08974, 4.06580, -5.83669], [-1.81077, 4.32625, -3.38372], [-2.80937, 2.32914, -2.18640], [-2.90957, 0.21183, -3.49216], [-2.00665, -3.21231, -3.03926], [-2.13470, -2.83288, -4.38721], [-3.20217, -3.24924, -5.16639], [-4.17674, -4.09627, -4.57687], [-4.05358, -4.46285, -3.26166], [-2.97520, -4.04222, -2.54928], [-1.39820, -2.10546, -4.69516], [-3.30742, -2.78702, -6.13679], [-5.10248, -4.26408, -5.10720], [-4.84115, -4.88454, -2.65478], [-2.90893, -4.31297, -1.50586], [3.32446, 5.13696, -1.49307], [2.14916, 4.44338, -1.32200], [1.30331, 4.08219, -2.35313], [1.62229, 4.57044, -3.65958], [2.74121, 5.34520, -3.84159], [3.56064, 5.56570, -2.74199], [1.79004, 4.28338, -0.31611], [0.33047, 3.69449, -2.08920], [0.90008, 4.43282, -4.45070], [3.04191, 5.69822, -4.81697], [4.39370, 6.24920, -2.81442], [6.38331, 1.78943, 3.27211], [5.10167, 2.11407, 3.42596], [4.12735, 1.94622, 2.42816], [4.58082, 1.34478, 1.25820], [5.90385, 0.97965, 1.09069], [6.78345, 1.26316, 2.11462], [4.82580, 2.50932, 4.39243], [3.14046, 2.36393, 2.56222], [3.87716, 1.16644, 0.45854], [6.20243, 0.51884, 0.16069], [7.82796, 1.00897, 2.01084], [-2.63703, -1.42113, 4.28845], [-1.77786, -1.31168, 3.28169], [-0.74752, -0.38038, 3.30573], [-0.61361, 0.55410, 4.34505], [-1.47045, 0.31934, 5.46045], [-2.50077, -0.56759, 5.33464], [-1.92597, -1.93298, 2.41080], [-0.25475, -0.08848, 2.39011], [0.14858, 1.31727, 4.40014], [-1.24717, 0.85594, 6.37073], [-3.16125, -0.70333, 6.17829], [-1.92149, 3.58722, -0.05600], [-1.17177, 2.71866, 0.70092], [-0.37658, 3.13313, 1.79074], [-0.23075, 4.44806, 2.01234], [-0.99518, 5.33749, 1.27277], [-1.82953, 4.86456, 0.31539], [-1.25563, 1.65077, 0.56315], [0.23980, 2.38706, 2.27017], [0.55242, 4.82670, 2.65242], [-0.92971, 6.40061, 1.45136], [-2.41874, 5.54021, -0.28690], [1.96508, -3.25467, 3.47599], [2.19183, -2.41588, 4.55198], [3.39325, -1.64730, 4.62465], [4.36150, -1.79945, 3.65532], [4.16600, -2.70244, 2.62338], [2.95138, -3.40795, 2.49078], [1.41710, -2.53551, 5.29486], [3.44476, -1.04524, 5.51979], [5.36334, -1.39606, 3.65504], [4.98217, -2.90976, 1.94715], [2.94632, -4.01936, 1.60053], [-0.79699, -5.16376, 0.62183], [-0.16569, -5.75135, 1.68521], [1.05464, -6.48935, 1.58397], [1.67010, -6.46675, 0.33296], [1.04922, -5.88718, -0.76430], [-0.18815, -5.24033, -0.64724], [-0.71221, -5.80896, 2.61493], [1.51950, -6.91531, 2.46083], [2.63362, -6.93742, 0.20446], [1.55128, -6.01152, -1.71239], [-0.83320, -4.82970, -1.40993]]}

Record 2
{"formula": "C40H35F9KN5PSSi", "method": "ωB97M-V/def2-TZVPD", "homo_energy_ev": -2.454, "charge": -1, "spin_multiplicity": 1, "energy_ha": -4346.9385, "fmax_ev_per_a": 1.7, "homo_lumo_gap_ev": 3.90, "species": ["K", "S", "C", "C", "C", "C", "C", "C", "N", "C", "C", "C", "C", "C", "C", "C", "H", "H", "H", "H", "H", "H", "H", "H", "N", "C", "N", "N", "C", "N", "H", "H", "H", "H", "F", "C", "F", "F", "C", "C", "C", "C", "C", "C", "P", "C", "C", "C", "C", "C", "C", "C", "F", "F", "F", "C", "C", "C", "C", "C", "C", "C", "F", "F", "F", "H", "H", "H", "H", "H", "H", "H", "H", "H", "H", "H", "H", "C", "Si", "C", "C", "C", "H", "H", "H", "H", "H", "H", "H", "H", "H", "H", "H"], "positions_angstrom": [[0.07861, 0.25994, -0.24333], [-2.99667, 3.42470, 2.18100], [-4.05398, 2.26682, 1.44654], [-5.43306, 2.30133, 1.34446], [-6.06182, 1.26800, 0.67681], [-5.32544, 0.22466, 0.12427], [-3.94971, 0.18490, 0.22097], [-3.29258, 1.20928, 0.89749], [-1.94967, 1.32217, 1.08213], [-1.61209, 2.39416, 1.71875], [-0.27974, 2.81412, 2.03919], [-0.09632, 4.07959, 2.62075], [1.16893, 4.55126, 2.87802], [2.25979, 3.74745, 2.56288], [2.05496, 2.48507, 2.03490], [0.79559, 1.93758, 1.73601], [-5.99700, 3.11435, 1.77704], [-7.13844, 1.27521, 0.57745], [-5.85479, -0.56704, -0.38716], [-3.38140, -0.61272, -0.22859], [-0.95421, 4.70345, 2.85382], [1.31506, 5.53391, 3.31010], [3.26685, 4.12029, 2.72659], [2.93519, 1.88742, 1.81429], [6.77149, 0.41333, 0.88775], [5.43316, 0.21938, 0.75301], [4.72318, 0.01447, 1.87841], [4.91671, 0.30278, -0.43132], [3.65668, 0.23187, -0.70866], [2.56247, 0.17486, -1.06785], [7.22790, -0.00410, 1.68200], [7.29235, 0.46065, 0.02963], [5.16395, -0.10728, 2.77082], [3.73259, -0.14423, 1.79633], [-2.35385, -8.36450, 3.57037], [-1.68407, -7.57284, 4.43764], [-0.59724, -8.29423, 4.80280], [-2.45328, -7.49889, 5.53717], [-1.34348, -6.24570, 3.85434], [-0.68650, -6.19240, 2.61991], [-0.41111, -4.97306, 2.04791], [-0.77186, -3.77857, 2.68446], [-1.38723, -3.85023, 3.94104], [-1.68093, -5.06670, 4.51432], [-0.26078, -2.22764, 1.83865], [-1.04244, -1.05414, 2.98626], [-2.43487, -1.09397, 3.02969], [-3.13672, -0.27799, 3.89076], [-2.43475, 0.59367, 4.71804], [-1.05242, 0.69902, 4.62498], [-0.35974, -0.12185, 3.75301], [-3.19068, 1.40881, 5.72164], [-4.24643, 0.74038, 6.23478], [-3.69419, 2.55142, 5.22523], [-2.44094, 1.76498, 6.78237], [1.47934, -2.31886, 2.36531], [2.42282, -2.42923, 1.32848], [3.72392, -2.77658, 1.58444], [4.12732, -3.03683, 2.90496], [3.19553, -2.95194, 3.95033], [1.89202, -2.61405, 3.68081], [5.55145, -3.35948, 3.14833], [5.82996, -3.81188, 4.37835], [6.36861, -2.25924, 2.98966], [6.06440, -4.26135, 2.28765], [-0.40310, -7.11097, 2.12956], [0.08896, -4.92419, 1.08950], [-1.65848, -2.94913, 4.47059], [-2.17088, -5.10837, 5.47597], [-2.96089, -1.78847, 2.39191], [-4.21409, -0.32583, 3.93858], [-0.51933, 1.40727, 5.24244], [0.71153, -0.04060, 3.67205], [2.10190, -2.23921, 0.31470], [4.44247, -2.86596, 0.78280], [3.50809, -3.17656, 4.96010], [1.16774, -2.58939, 4.48232], [-1.70221, -3.10967, -4.79051], [-1.12654, -2.18762, -3.18468], [0.68837, -2.72863, -2.92890], [-2.16868, -2.95132, -1.77036], [-1.24931, -0.36012, -3.15318], [-1.64670, -4.19207, -4.70277], [-1.08223, -2.81646, -5.63393], [-2.72918, -2.85626, -5.04213], [0.79279, -3.80465, -2.82615], [1.09746, -2.26334, -2.03730], [1.30663, -2.41691, -3.76387], [-2.04368, -4.02812, -1.71562], [-3.22527, -2.75148, -1.91851], [-1.88531, -2.54274, -0.80338], [-2.23064, 0.09557, -3.09889], [-0.57654, 0.21444, -3.77954]]}

Record 3
{"formula": "C19H21N2O4S", "method": "ωB97M-V/def2-TZVPD", "homo_energy_ev": -4.804, "charge": -1, "spin_multiplicity": 1, "energy_ha": -1545.2578, "smiles": "Cc1ccc([S@@](=O)([O-])=N[C@@H](c2ccccc2)[N@H+]2CCC[C@@H]2C(=O)[O-])cc1", "fmax_ev_per_a": 2.8, "homo_lumo_gap_ev": 7.40, "species": ["C", "C", "C", "C", "C", "S", "O", "O", "N", "C", "C", "C", "C", "C", "C", "C", "N", "C", "C", "C", "C", "C", "O", "O", "C", "C", "H", "H", "H", "H", "H", "H", "H", "H", "H", "H", "H", "H", "H", "H", "H", "H", "H", "H", "H", "H", "H"], "positions_angstrom": [[-2.14833, 5.37272, 3.68716], [-1.92740, 4.22010, 2.75424], [-2.00438, 2.90619, 3.22484], [-1.83952, 1.81825, 2.36830], [-1.57206, 2.05481, 1.01849], [-1.51310, 0.66185, -0.10482], [-2.33412, -0.36432, 0.52580], [-1.92268, 1.17228, -1.40865], [0.04770, 0.20498, -0.11508], [0.71798, -0.60455, -0.95598], [2.17336, -0.65308, -0.58069], [3.07773, -1.49764, -1.25469], [4.41602, -1.57087, -0.81501], [4.90990, -0.67636, 0.13333], [4.05097, 0.26209, 0.70609], [2.68713, 0.26816, 0.35599], [-0.49960, -1.92135, -1.08425], [-1.61034, -1.61377, -2.08733], [-1.67272, -2.87496, -2.91193], [-0.53268, -3.78438, -2.51342], [0.21768, -3.14868, -1.35691], [0.40183, -4.00275, -0.05207], [-0.21353, -5.06447, -0.00783], [1.21137, -3.43529, 0.74552], [-1.47147, 3.36039, 0.52281], [-1.64022, 4.42917, 1.40165], [-2.03420, 6.31941, 3.15949], [-3.14921, 5.34896, 4.12842], [-1.43330, 5.35498, 4.51405], [-2.20998, 2.72965, 4.28035], [-1.94034, 0.79567, 2.73078], [0.69152, -0.61567, -2.09104], [2.75592, -2.10406, -2.12488], [5.06700, -2.30820, -1.29583], [5.95601, -0.67468, 0.39101], [4.42395, 1.03421, 1.37953], [1.99622, 1.00661, 0.78862], [-0.83149, -1.82666, -0.12863], [-1.31540, -0.74484, -2.72428], [-2.52660, -1.35705, -1.53393], [-1.55312, -2.55381, -3.93101], [-2.63128, -3.37264, -2.85873], [0.19360, -3.82058, -3.31860], [-0.85362, -4.81292, -2.34966], [1.23141, -2.90291, -1.70696], [-1.28526, 3.53388, -0.53741], [-1.56139, 5.45216, 1.03316]]}

Record 4
{"formula": "C29H28BF4IN3O2S2", "method": "ωB97M-V/def2-TZVPD", "homo_energy_ev": -6.533, "charge": -1, "spin_multiplicity": 1, "energy_ha": -2954.1590, "fmax_ev_per_a": 9.9, "de_lowest_ev": 28.893, "homo_lumo_gap_ev": 6.04, "species": ["C", "C", "C", "C", "C", "C", "C", "C", "C", "I", "C", "C", "C", "C", "C", "C", "C", "C", "C", "C", "C", "C", "O", "N", "C", "C", "C", "S", "C", "S", "N", "C", "C", "N", "C", "C", "O", "H", "H", "H", "H", "H", "H", "H", "H", "H", "H", "H", "H", "H", "H", "H", "H", "H", "H", "H", "H", "H", "H", "H", "H", "H", "H", "H", "H", "B", "F", "F", "F", "F"], "positions_angstrom": [[-2.86515, -2.55547, 4.61357], [-2.28709, -1.49534, 3.85165], [-1.83128, -0.04115, 3.20008], [-1.03017, -0.27761, 1.79346], [0.63603, -0.14311, 1.83389], [1.54357, -0.41275, 0.49350], [3.19946, -0.33359, 0.52704], [3.77521, -1.17748, 1.85097], [4.70863, -0.10543, 2.68671], [4.92344, -2.99111, 1.23882], [0.76625, -0.81189, -0.89633], [-0.89516, -0.93014, -0.92431], [-1.84322, -0.67082, 0.42889], [-3.44533, -0.88493, 0.24235], [-4.42596, 0.13844, 1.04929], [-4.77469, 1.69395, 0.66945], [-5.85480, 2.54541, 1.61535], [-6.59634, 1.88018, 2.95868], [-6.24371, 0.32583, 3.34182], [-6.88215, -0.48597, 4.63404], [-5.19240, -0.49909, 2.39307], [-1.31191, -1.33073, -2.45538], [-2.46948, -1.66271, -3.03082], [0.04188, -1.26324, -3.19327], [0.14818, -0.23762, -4.30058], [-0.43624, 1.22934, -3.84357], [-0.11784, 2.41287, -4.93470], [1.69986, 2.67776, -5.30805], [2.46654, 3.98577, -4.20878], [2.09077, 5.65594, -4.38118], [3.49592, 3.61456, -3.12635], [4.99928, 3.93978, -3.08987], [5.67759, 3.35311, -1.71548], [4.50406, 2.69926, -1.01376], [3.23420, 2.83327, -1.82987], [1.33022, -1.19430, -2.39919], [2.60742, -1.42087, -2.73766], [-3.21708, -3.26148, 5.50944], [-1.03714, 0.40950, 3.96937], [-2.70092, 0.74974, 3.15393], [1.11869, 0.15021, 2.88393], [3.56387, 0.78033, 0.55562], [3.67204, -0.90416, -0.40933], [2.91337, -1.59440, 2.53282], [4.03652, 0.82525, 2.98951], [5.57100, 0.22405, 1.93487], [5.12578, -0.64933, 3.64630], [-3.74898, -2.01181, 0.49239], [-3.69241, -0.75394, -0.91451], [-4.28680, 2.19327, -0.27620], [-6.18498, 3.66095, 1.38161], [-7.34968, 2.46186, 3.64358], [-6.68801, -1.65011, 4.46881], [-8.01096, -0.21905, 4.80094], [-6.24631, -0.16688, 5.57096], [-4.96334, -1.63398, 2.68219], [1.29884, -0.08384, -4.55988], [-0.34505, -0.63427, -5.30667], [-1.60919, 1.12114, -3.78139], [-0.06421, 1.47837, -2.75402], [-0.60670, 3.40779, -4.55944], [-0.65998, 2.11093, -5.94968], [5.63468, 4.51839, -3.89917], [6.77825, 3.37220, -1.32019], [2.13920, 2.45301, -1.65665], [5.24277, -6.88281, -0.17249], [3.98465, -6.36023, -0.68034], [4.98523, -7.73248, 0.97868], [5.89933, -7.65985, -1.21124], [6.10192, -5.77851, 0.22275]]}